Entry 1:
{
  "formula": "C14H22F3N2O",
  "method": "ωB97M-V/def2-TZVPD",
  "charge": 1,
  "homo_lumo_gap_ev": 8.03,
  "total_energy_ha": -1030.77590,
  "multiplicity": 1,
  "mol_weight_g_mol": 291.34,
  "species": ["C", "N", "C", "C", "C", "C", "C", "C", "C", "F", "F", "F", "C", "C", "H", "H", "H", "H", "H", "H", "H", "H", "H", "H", "H", "C", "C", "C", "C", "O", "N", "H", "H", "H", "H", "H", "H", "H", "H", "H", "H", "H"],
  "coordinates": [[-4.906012, -0.196773, 2.168413], [-3.514823, 0.184903, 1.939774], [-3.300984, 1.546298, 1.448799], [-2.580724, -0.750984, 1.960941], [-1.170152, -0.549200, 2.147401], [-0.609845, 0.673665, 2.591689], [0.761104, 0.845488, 2.594424], [1.591436, -0.228097, 2.292779], [3.077421, -0.014793, 2.234643], [3.764849, -1.178261, 2.432155], [3.488478, 0.479386, 1.012674], [3.494387, 0.881986, 3.175381], [1.075127, -1.486667, 2.004910], [-0.296932, -1.648120, 1.941169], [-5.533367, 0.651061, 1.893992], [-5.152314, -1.079644, 1.564868], [-5.070545, -0.450613, 3.222057], [-4.207272, 1.836231, 0.906141], [-3.168989, 2.256636, 2.273758], [-2.428499, 1.604523, 0.789764], [-2.947424, -1.786456, 1.935527], [-1.239196, 1.503454, 2.902961], [1.191069, 1.816803, 2.799932], [1.739648, -2.313830, 1.782955], [-0.714757, -2.617347, 1.677153], [-0.325852, -1.089229, -2.641645], [-1.417010, -2.152537, -2.492888], [-2.092275, -2.304070, -1.127152], [-3.112723, -3.434491, -1.133700], [-3.796001, -3.374901, 0.118884], [-2.792820, -1.111380, -0.683742], [0.064154, -1.126996, -3.664884], [-0.711533, -0.078398, -2.475631], [0.516655, -1.270782, -1.965194], [-2.205197, -1.970887, -3.241241], [-0.992163, -3.135963, -2.746252], [-1.313605, -2.514184, -0.376481], [-3.825835, -3.220326, -1.942968], [-2.634583, -4.409009, -1.302655], [-4.425635, -4.113060, 0.168095], [-2.826573, -0.393530, -1.425978], [-3.739341, -1.328166, -0.345140]],
  "forces_ev_per_a": [[-0.324, -0.399, -0.024], [1.157, -0.955, -0.150], [0.127, 0.567, 0.311], [-1.186, 0.609, 0.244], [1.130, 0.060, 0.186], [-0.318, -0.147, -0.531], [-0.008, -0.104, 0.044], [-0.011, -0.085, -0.242], [1.753, 0.281, -0.176], [-0.667, 1.075, -0.134], [-0.677, -0.542, 1.296], [-0.405, -0.823, -0.816], [-0.102, 0.124, -0.073], [-0.623, 0.345, -0.230], [-0.069, -0.300, 0.065], [-0.042, 0.223, 0.056], [0.077, 0.169, -0.225], [0.326, -0.069, 0.011], [-0.095, -0.127, -0.151], [-0.215, -0.220, 0.160], [0.056, 0.379, 0.230], [0.130, -0.209, -0.176], [-0.016, -0.071, 0.214], [-0.079, 0.076, 0.133], [0.060, 0.171, 0.096], [-0.106, -0.146, 0.047], [-0.247, -0.393, -0.234], [0.180, -0.210, 0.089], [0.224, 0.092, -0.418], [-0.293, -0.648, 0.283], [-0.363, 1.375, -0.274], [-0.061, 0.069, 0.210], [0.104, -0.087, 0.049], [-0.169, 0.079, -0.018], [0.133, -0.004, 0.141], [-0.054, 0.218, 0.039], [-0.077, -0.212, -0.212], [0.099, -0.224, 0.018], [-0.132, 0.172, 0.117], [0.300, 0.356, -0.014], [-0.124, -0.593, 0.643], [0.607, 0.129, -0.583]],
  "nbo_charge": [-0.421, -0.304, -0.427, 0.293, -0.088, -0.167, -0.172, -0.083, 0.971, -0.313, -0.318, -0.312, -0.176, -0.151, 0.230, 0.230, 0.235, 0.230, 0.227, 0.243, 0.248, 0.226, 0.252, 0.255, 0.233, -0.608, -0.405, -0.068, -0.070, -0.764, -0.866, 0.231, 0.199, 0.210, 0.204, 0.218, 0.170, 0.171, 0.187, 0.493, 0.380, 0.379]
}

Entry 2:
{
  "formula": "C14H22HfNOSSi2",
  "method": "ωB97M-V/def2-TZVPD",
  "charge": -1,
  "homo_lumo_gap_ev": [4.91, 4.90],
  "total_energy_ha": -1701.72333,
  "multiplicity": 1,
  "mol_weight_g_mol": 487.07,
  "species": ["Hf", "C", "Si", "C", "C", "C", "C", "C", "C", "C", "Si", "C", "C", "H", "H", "H", "H", "H", "H", "H", "H", "H", "H", "H", "H", "H", "H", "H", "H", "C", "O", "C", "C", "H", "H", "H", "H", "H", "H", "S", "C", "N"],
  "coordinates": [[0.189342, 0.707688, -0.597407], [-2.417888, 2.195929, -2.040077], [-2.483916, 0.740977, -0.715436], [-2.587571, 2.096221, 0.728868], [-4.166511, -0.175659, -0.828164], [-5.381053, -0.186468, -1.481881], [-6.229015, -1.272017, -1.308398], [-5.863073, -2.327594, -0.489681], [-4.635605, -2.332790, 0.162290], [-3.789573, -1.259372, -0.029795], [-1.148440, -2.324437, 0.070237], [-1.078777, -3.354657, -1.539981], [-1.162476, -3.753742, 1.371731], [-3.374020, 2.709731, -2.108977], [-2.158781, 1.856911, -3.037617], [-1.669607, 2.932705, -1.742162], [-3.265537, 2.875698, 0.398514], [-1.615033, 2.558556, 0.922103], [-2.974598, 1.730952, 1.668684], [-5.682923, 0.635595, -2.116981], [-7.184169, -1.298659, -1.818550], [-6.542747, -3.162786, -0.367476], [-4.357503, -3.169313, 0.793192], [-2.065010, -3.725673, -1.797875], [-0.422808, -4.211761, -1.407082], [-0.707623, -2.772655, -2.372496], [-1.977439, -4.451694, 1.205581], [-1.242552, -3.381426, 2.386499], [-0.231413, -4.309610, 1.303409], [-2.375509, -0.921537, -3.065311], [-1.580109, -0.393883, -2.065091], [-2.411577, -0.957067, 0.480290], [-2.443867, -0.747900, 1.999468], [-3.016234, -0.153937, -3.517025], [-3.031253, -1.715040, -2.686401], [-1.747789, -1.346350, -3.860973], [-3.280893, -0.106680, 2.265982], [-1.520661, -0.267632, 2.330099], [-2.568127, -1.677266, 2.556804], [3.084249, -2.416555, 0.887604], [1.538322, -2.194672, 0.602683], [0.490243, -1.644613, 0.302192]],
  "forces_ev_per_a": [[-0.880, -0.557, -0.624], [-0.055, -0.600, -0.012], [0.563, 1.277, -0.250], [-0.371, -0.544, -0.187], [0.249, 0.358, -0.258], [-0.169, 0.044, 0.074], [-0.252, 0.030, -0.125], [-0.128, -0.233, 0.055], [-0.097, -0.276, 0.109], [0.211, 0.553, -0.455], [-1.276, -1.163, 0.301], [0.044, 0.674, 0.453], [0.050, 0.711, -0.298], [-0.262, 0.226, 0.114], [0.076, -0.028, -0.279], [0.079, 0.195, 0.066], [-0.130, 0.338, -0.164], [0.043, 0.078, 0.004], [-0.001, -0.026, 0.375], [-0.009, 0.092, -0.116], [-0.068, -0.022, -0.005], [-0.005, -0.037, 0.019], [0.029, -0.066, 0.043], [-0.250, -0.054, -0.022], [0.100, -0.109, 0.222], [0.046, 0.129, -0.181], [-0.220, -0.085, -0.115], [-0.013, 0.065, 0.254], [0.199, -0.155, -0.082], [0.203, -0.201, -0.525], [0.567, 0.460, 1.285], [1.351, -1.331, 0.435], [0.222, -0.078, -0.117], [-0.047, 0.032, -0.023], [-0.045, -0.008, -0.094], [-0.070, -0.017, -0.073], [-0.018, 0.074, 0.055], [0.034, 0.053, 0.216], [-0.014, -0.118, 0.115], [-0.664, -0.437, 0.072], [0.378, 1.798, -0.512], [0.598, -1.044, 0.248]],
  "nbo_charge": [0.535, -1.129, 1.418, -1.126, -0.432, -0.197, -0.243, -0.241, -0.194, -0.041, 1.875, -1.123, -1.137, 0.210, 0.206, 0.210, 0.213, 0.207, 0.204, 0.198, 0.194, 0.194, 0.192, 0.239, 0.224, 0.244, 0.227, 0.225, 0.222, -0.219, -0.980, -0.916, -0.613, 0.164, 0.160, 0.154, 0.210, 0.207, 0.183, -0.019, 0.264, -0.970]
}

Entry 3:
{
  "formula": "C14H22N2O12S3",
  "method": "ωB97M-V/def2-TZVPD",
  "homo_lumo_gap_ev": 8.36,
  "total_energy_ha": -2753.52466,
  "multiplicity": 1,
  "mol_weight_g_mol": 506.53,
  "species": ["C", "C", "O", "S", "O", "O", "O", "H", "H", "H", "H", "C", "C", "O", "S", "O", "O", "O", "H", "H", "H", "H", "C", "C", "O", "S", "O", "O", "O", "H", "H", "H", "H", "N", "C", "C", "C", "C", "H", "H", "H", "H", "H", "N", "C", "C", "C", "C", "H", "H", "H", "H", "H"],
  "coordinates": [[-0.275135, 4.951203, -2.798889], [0.160922, 3.491410, -2.724211], [-0.618880, 2.973544, -1.641557], [-2.105809, 3.514617, -1.877181], [-2.763957, 3.643642, -0.640417], [-2.696853, 2.784428, -2.938506], [-1.654858, 4.952033, -2.381453], [-0.193317, 5.345861, -3.808594], [0.269354, 5.588964, -2.106115], [1.209614, 3.358326, -2.463500], [-0.029722, 2.953804, -3.653347], [-1.965866, -1.952088, -2.560615], [-2.944513, -2.656515, -1.623819], [-3.779782, -3.445845, -2.474612], [-3.058355, -3.788367, -3.854118], [-3.866374, -3.292442, -4.895507], [-2.618771, -5.128632, -3.871989], [-1.790553, -2.859791, -3.647073], [-1.061490, -1.782657, -1.975915], [-2.315745, -0.988823, -2.931519], [-3.615932, -1.913227, -1.191385], [-2.446137, -3.172161, -0.804962], [0.868700, -3.942131, 5.150247], [-0.042935, -2.705142, 5.360901], [0.428675, -1.702181, 4.465281], [1.897934, -2.059380, 3.984405], [2.866925, -1.775215, 4.983269], [2.099398, -1.593456, 2.668990], [1.645123, -3.628284, 3.972108], [0.354435, -4.869320, 4.926927], [1.570983, -4.045003, 5.976031], [0.033162, -2.366530, 6.394756], [-1.091047, -2.906378, 5.154073], [3.576858, 3.244468, -0.659129], [2.880865, 2.945177, 0.487041], [2.950639, 1.594721, 0.681482], [3.628254, 1.040774, -0.446672], [3.991111, 2.082879, -1.257437], [3.613076, 4.175247, -1.034744], [2.373746, 3.684078, 1.083387], [2.563014, 0.975914, 1.474513], [3.868890, 0.013812, -0.666517], [4.587480, 2.103286, -2.153650], [-0.244625, 0.673206, 0.172636], [0.342036, -0.541241, 0.083828], [-0.389976, -1.429495, 0.829983], [-1.514878, -0.701599, 1.317289], [-1.407647, 0.590938, 0.894715], [0.081170, 1.496683, -0.302463], [1.224192, -0.722943, -0.505904], [-0.186702, -2.471776, 1.008886], [-2.342882, -1.176056, 1.821348], [-2.063800, 1.437652, 0.999719]],
  "forces_ev_per_a": [[0.084, 0.011, -0.131], [0.637, 0.097, -0.071], [-0.192, -0.104, -0.056], [0.086, -0.006, -0.210], [-0.114, -0.002, 0.574], [-0.011, -0.013, -0.231], [-0.011, 0.040, -0.182], [-0.136, 0.042, 0.000], [0.019, -0.027, 0.059], [-0.044, 0.087, 0.095], [-0.255, -0.077, 0.097], [-0.094, 0.212, 0.781], [-0.715, 1.441, -0.014], [0.313, -0.431, 0.113], [0.101, 0.147, 0.517], [-0.476, 0.283, -0.624], [0.186, -0.600, 0.017], [0.540, 0.037, 0.076], [0.359, -0.183, -0.569], [-0.229, -0.115, -0.070], [0.124, -0.076, 0.195], [-0.080, -0.616, -0.341], [0.472, 0.329, -0.300], [-0.119, -0.507, 0.610], [0.030, 0.362, 0.001], [0.386, -0.395, -0.197], [-0.211, 0.190, 0.447], [-0.147, 0.055, -0.225], [-0.141, -0.074, -0.115], [-0.122, 0.018, 0.135], [-0.150, -0.202, 0.082], [0.068, 0.152, -0.096], [0.048, 0.101, -0.308], [-0.722, 0.243, 0.072], [0.118, -0.251, 0.357], [-0.027, -0.756, -0.513], [0.211, 0.344, -0.182], [0.281, 0.160, 0.074], [0.232, -0.121, -0.140], [0.198, 0.195, -0.042], [-0.182, 0.325, 0.159], [-0.070, -0.070, 0.234], [-0.068, -0.011, -0.058], [-0.324, 0.418, -0.335], [0.396, -0.790, 0.206], [-0.508, 0.353, -0.255], [-0.218, -0.911, 0.068], [0.215, 0.100, -0.176], [-0.030, -0.023, 0.101], [0.146, 0.239, 0.134], [0.118, -0.001, -0.097], [-0.019, 0.334, 0.263], [0.047, 0.046, 0.071]],
  "nbo_charge": [-0.093, -0.123, -0.702, 2.563, -0.888, -0.905, -0.688, 0.209, 0.197, 0.223, 0.209, -0.108, -0.098, -0.691, 2.567, -0.907, -0.905, -0.693, 0.223, 0.196, 0.210, 0.199, -0.112, -0.104, -0.674, 2.564, -0.919, -0.889, -0.685, 0.215, 0.203, 0.199, 0.205, -0.520, -0.094, -0.304, -0.297, -0.091, 0.407, 0.216, 0.248, 0.226, 0.212, -0.507, -0.066, -0.327, -0.311, -0.092, 0.428, 0.216, 0.221, 0.213, 0.224]
}